{
  "formula": "C40H55F4N11O8PS3",
  "method": "ωB97M-V/def2-TZVPD",
  "symbols": ["C", "C", "C", "C", "C", "N", "P", "O", "O", "S", "C", "N", "O", "C", "C", "F", "N", "C", "C", "N", "N", "N", "C", "C", "C", "C", "S", "O", "O", "O", "S", "O", "O", "C", "F", "F", "F", "H", "H", "H", "H", "H", "H", "H", "H", "H", "H", "H", "H", "H", "H", "H", "H", "H", "H", "H", "H", "H", "H", "H", "H", "H", "H", "H", "H", "H", "H", "N", "C", "C", "C", "C", "C", "H", "H", "H", "H", "H", "N", "C", "C", "C", "C", "C", "H", "H", "H", "H", "H", "N", "C", "C", "C", "C", "C", "H", "H", "H", "H", "H", "N", "C", "C", "C", "C", "C", "H", "H", "H", "H", "H", "N", "C", "C", "C", "C", "C", "H", "H", "H", "H", "H"],
  "xyz": [[0.621, 2.778, 1.848], [-0.393, 2.483, 1.011], [-1.864, 2.035, 1.287], [-2.727, 3.293, 1.306], [-2.453, 4.273, 0.152], [-2.028, 1.019, 0.187], [-3.320, 0.956, -0.944], [-4.611, 1.572, -0.238], [-3.626, -0.619, -1.087], [-2.993, 1.766, -2.625], [-1.249, -0.036, 0.622], [-0.677, -0.886, -0.210], [0.043, -1.930, 0.321], [-0.689, -0.798, -1.671], [0.705, -1.137, -2.198], [0.714, -0.713, -3.515], [-1.124, -0.075, 1.979], [0.192, -0.381, 2.576], [0.281, -1.786, 3.241], [1.585, -2.335, 2.791], [-0.767, -2.699, 2.802], [0.211, -1.709, 4.693], [-2.033, 1.028, 2.464], [-3.402, 0.285, 2.494], [-3.385, -0.938, 3.451], [-3.797, -2.178, 2.642], [-3.813, -3.635, 3.706], [-5.147, -4.134, 3.767], [-3.170, -3.308, 4.942], [-2.893, -4.709, 2.971], [-1.828, 1.688, 4.167], [-1.014, 2.863, 4.156], [-1.422, 0.669, 5.078], [-3.511, 2.293, 4.786], [-4.210, 2.926, 3.857], [-3.188, 3.153, 5.722], [-4.207, 1.319, 5.318], [0.527, 3.487, 2.658], [1.590, 2.309, 1.691], [-0.186, 2.540, -0.059], [-3.791, 3.098, 1.424], [-2.416, 3.803, 2.221], [-3.316, 4.908, -0.033], [-1.638, 4.937, 0.446], [-2.127, 3.785, -0.764], [-5.180, 0.884, 0.137], [-3.692, -1.102, -0.248], [-0.418, -2.753, 0.072], [-0.863, 0.251, -1.911], [-1.471, -1.424, -2.095], [0.883, -2.212, -2.186], [1.471, -0.590, -1.647], [0.912, -0.370, 1.759], [0.523, 0.383, 3.278], [1.850, -3.076, 3.433], [2.272, -1.593, 2.917], [-0.351, -3.394, 2.195], [-1.190, -3.172, 3.594], [0.101, -2.637, 5.088], [1.086, -1.347, 5.058], [-3.573, -0.135, 1.509], [-4.249, 0.946, 2.671], [-2.391, -1.144, 3.833], [-4.087, -0.831, 4.273], [-4.816, -2.072, 2.268], [-3.057, -2.362, 1.859], [-2.494, -4.366, 2.154], [1.335, 3.507, -3.035], [2.547, 3.726, -3.545], [3.006, 3.132, -4.712], [2.162, 2.261, -5.384], [0.899, 2.026, -4.868], [0.534, 2.672, -3.697], [3.180, 4.405, -2.985], [4.004, 3.342, -5.074], [2.487, 1.769, -6.292], [0.208, 1.352, -5.357], [-0.447, 2.515, -3.261], [-2.344, 4.353, -4.920], [-1.162, 4.968, -4.948], [-0.830, 5.958, -5.860], [-1.779, 6.331, -6.799], [-3.013, 5.701, -6.784], [-3.245, 4.724, -5.828], [-0.455, 4.646, -4.197], [0.146, 6.422, -5.833], [-1.561, 7.100, -7.529], [-3.783, 5.960, -7.498], [-4.200, 4.211, -5.783], [4.695, -0.982, 4.034], [5.152, -1.654, 2.977], [6.455, -1.577, 2.515], [7.341, -0.747, 3.184], [6.883, -0.035, 4.281], [5.560, -0.187, 4.664], [4.429, -2.290, 2.475], [6.766, -2.150, 1.653], [8.368, -0.655, 2.856], [7.538, 0.626, 4.833], [5.169, 0.351, 5.520], [6.155, 0.178, -3.626], [4.846, 0.187, -3.859], [3.971, -0.800, -3.437], [4.483, -1.867, -2.716], [5.847, -1.902, -2.468], [6.635, -0.860, -2.944], [4.456, 1.025, -4.420], [2.921, -0.705, -3.669], [3.836, -2.659, -2.357], [6.296, -2.717, -1.917], [7.704, -0.853, -2.765], [-1.274, -5.344, 0.488], [-0.060, -5.653, 0.025], [0.157, -6.522, -1.031], [-0.941, -7.108, -1.640], [-2.208, -6.801, -1.171], [-2.323, -5.917, -0.111], [0.776, -5.181, 0.533], [1.163, -6.736, -1.364], [-0.812, -7.794, -2.467], [-3.091, -7.238, -1.615], [-3.300, -5.657, 0.281]],
  "forces_ev_per_a": [[-0.385, 0.211, -0.145], [0.289, -0.282, 0.291], [0.184, 1.960, 0.099], [-0.449, 0.096, 0.036], [0.440, 0.050, 0.287], [-0.220, -0.636, 0.370], [-0.278, 0.473, -1.839], [0.277, -0.532, 0.474], [0.228, -0.023, 0.710], [0.082, 0.072, 0.205], [-0.222, 0.052, 0.391], [-0.483, -0.028, -0.152], [0.110, -0.128, -0.239], [0.759, 0.505, 0.290], [-0.483, -0.021, -0.127], [-0.022, -0.132, -0.025], [0.781, 0.994, -0.085], [0.170, -0.740, -0.093], [0.776, -1.087, 0.381], [-0.215, 0.474, -0.222], [-0.013, 0.035, -0.022], [-0.236, 0.322, -0.127], [-0.811, -0.684, -0.648], [-0.229, -0.060, 0.564], [-0.248, -0.396, -0.673], [0.121, 0.085, 0.318], [-0.613, -0.078, 0.763], [0.065, -0.092, -0.374], [0.380, 0.037, -0.224], [-0.345, 0.239, -0.130], [1.858, 0.319, 0.977], [-0.551, 0.366, -0.604], [-0.638, -0.486, -0.281], [0.407, 0.226, -0.052], [-0.285, -0.040, -0.275], [0.148, 0.227, 0.344], [-0.331, -0.382, -0.084], [-0.253, -1.156, 0.979], [0.458, 1.313, -0.961], [0.300, -1.421, -0.010], [0.034, -0.169, -0.152], [-0.038, -0.121, 0.061], [-0.079, -0.156, -0.148], [0.009, -0.017, -0.069], [-0.319, 0.022, -0.120], [-0.156, 0.234, 0.049], [-0.108, -0.120, -0.120], [-0.157, 0.071, 0.130], [-0.236, -0.093, -0.185], [0.015, -0.005, -0.020], [0.227, 0.046, 0.022], [0.064, -0.101, 0.013], [-0.011, 0.053, 0.030], [-0.437, 0.129, 0.060], [0.027, 0.036, 0.023], [0.245, -0.244, 0.030], [-0.023, -0.112, 0.141], [0.174, 0.053, 0.087], [-0.038, -0.005, -0.021], [-0.127, 0.208, 0.055], [0.080, 0.228, -0.117], [0.075, 0.065, 0.120], [-0.083, 0.238, 0.282], [0.192, 0.154, 0.138], [0.043, -0.211, -0.171], [-0.135, 0.122, -0.107], [0.304, -0.259, -0.101], [0.053, -0.129, 0.067], [0.016, 0.009, 0.048], [-0.096, 0.053, 0.035], [-0.002, 0.010, -0.031], [0.008, -0.015, 0.001], [0.220, -0.245, 0.146], [0.018, 0.012, -0.036], [-0.008, 0.036, -0.006], [-0.009, 0.020, -0.015], [-0.020, 0.021, 0.003], [-0.028, 0.001, -0.087], [0.030, -0.025, -0.040], [-0.115, 0.080, 0.042], [-0.061, -0.010, -0.034], [0.003, -0.004, -0.019], [0.026, 0.007, 0.014], [-0.020, -0.037, 0.020], [-0.003, 0.260, -0.052], [0.003, -0.005, 0.018], [-0.002, 0.000, -0.001], [-0.012, -0.006, 0.007], [-0.012, 0.015, -0.031], [-0.052, 0.035, -0.146], [-0.085, -0.058, -0.009], [0.019, 0.040, 0.019], [0.012, 0.007, -0.009], [-0.004, -0.029, -0.021], [-0.088, 0.005, 0.091], [0.063, -0.039, -0.039], [-0.012, -0.008, -0.002], [0.003, 0.000, 0.003], [-0.010, 0.003, 0.014], [0.032, 0.019, 0.002], [-0.031, -0.136, 0.060], [-0.005, 0.091, -0.127], [0.038, -0.039, 0.142], [0.046, 0.013, -0.009], [-0.028, 0.050, 0.000], [0.013, 0.025, 0.033], [0.094, 0.048, -0.004], [0.000, -0.058, -0.064], [0.016, -0.019, -0.014], [0.021, -0.001, -0.012], [-0.001, -0.040, 0.008], [-0.179, 0.319, -0.111], [0.057, 0.093, 0.097], [-0.025, -0.004, 0.001], [0.000, -0.013, -0.014], [0.041, -0.002, 0.010], [-0.012, 0.028, 0.024], [0.032, -0.033, -0.011], [0.009, 0.001, 0.023], [0.002, -0.003, 0.000], [-0.012, 0.007, 0.018], [-0.009, -0.049, 0.003]],
  "mulliken_charge": [-0.910, -0.931, 0.685, -0.808, -1.315, 0.709, 0.947, -0.591, -0.692, -0.318, -2.364, 1.341, -0.245, -0.138, -0.356, -0.341, 1.880, -3.441, 0.777, -0.351, -0.091, -0.388, -0.197, -1.373, -1.375, -0.810, 1.386, -0.683, -0.607, -0.446, 1.575, -0.695, -0.581, 0.690, -0.177, -0.209, -0.195, 0.297, 0.316, 0.751, 0.556, 0.645, 0.376, 0.410, 0.114, 0.404, 0.506, 0.231, -0.611, 0.496, 0.296, 0.445, 0.645, 1.011, 0.333, 0.113, -0.166, 0.711, 0.345, 0.324, -0.131, 1.145, 0.436, 0.839, 0.668, 0.152, 0.151, -0.476, -0.541, -0.438, -0.306, -0.669, -0.362, 0.464, 0.532, 0.446, 0.421, 0.855, -0.102, -0.132, -0.922, -0.189, -0.630, -0.105, 0.540, 0.404, 0.387, 0.381, 0.358, -0.305, 0.076, -0.765, -0.154, -0.480, -0.227, 0.370, 0.368, 0.391, 0.358, 0.367, -0.561, -0.197, -0.007, -0.532, -0.379, -0.342, 0.308, 0.449, 0.446, 0.419, 0.378, -0.143, -0.093, -0.827, -0.146, -0.712, -0.202, 0.425, 0.417, 0.409, 0.400, 0.401],
  "total_energy_ev": -127797.717,
  "charge": 1,
  "e_homo_ev": -11.10,
  "lumo_energy_ha": -0.09835,
  "gap_ev": 8.4
}